# 1
Below is the molecule C8H15OP at a distorted geometry, with properties calculated with the ωB97M-V functional and the def2-TZVPD basis.

```
! RIJCOSX wB97M-V def2-TZVPD def2/J DEFGRID3
* xyz 0 1
C 1.1549 -1.1426 -0.5350
C -1.1692 -0.4207 -1.2281
C -1.0223 -1.3122 0.9423
C -0.3893 -1.4213 -0.3729
C 1.5992 0.0505 0.3522
C -0.9032 1.0587 -0.7318
C 2.5348 -0.2722 1.4527
C -2.0354 2.0389 -0.7115
O 0.1413 2.1419 1.7595
P 0.0012 0.9495 0.9667
H 1.7582 -2.0202 -0.1605
H 1.3643 -0.9498 -1.6132
H -1.1133 -0.3785 -2.3694
H -2.1715 -0.7145 -0.9923
H -2.0709 -1.3175 0.8613
H -0.5980 -1.8758 1.7335
H -0.5836 -2.4311 -0.8078
H 2.0623 0.6719 -0.3977
H -0.0804 1.3530 -1.4183
H 2.3089 -1.1202 2.1492
H 2.6562 0.5962 2.1156
H 3.4502 -0.5321 1.0361
H -2.0394 2.5972 -1.6009
H -1.8882 2.8561 0.1319
H -2.9669 1.5947 -0.5617
*
```

Calculated values
Energy above the lowest of the compared OMol25 structures with the same formula, charge and spin, eV: 0.000
Frontier orbital gap, eV: 9.0
Maximum force, eV/Å: 7.141
Energy, a.u.: -730.34927

---

# 2
Below is a cluster of 2 separate species, C2H4N2S3 in total at a distorted geometry, with properties calculated with the ωB97M-V functional and the def2-TZVPD basis.

```
! RIJCOSX wB97M-V def2-TZVPD def2/J DEFGRID3
* xyz 0 1
C 1.8059 -0.4959 -0.3266
C 1.1407 -0.8923 -1.3915
N -1.4904 1.8472 1.2618
N -1.4636 0.8283 0.6716
S 2.5365 -0.9496 1.1698
S 2.2684 0.9938 0.5137
S -2.4501 -0.4759 0.5423
H 0.7487 -0.0807 -2.0936
H 0.8922 -1.7963 -1.8189
H -2.3166 2.0935 1.9084
H -1.6717 -1.0721 -0.4370
*
```

Calculated values
Energy above the lowest of the compared OMol25 structures with the same formula, charge and spin, eV: 4.005
Frontier orbital gap, eV: 8.4
Maximum force, eV/Å: 5.004
Energy, a.u.: -1382.52493

---

# 3
Below is a structure of composition C15H15IrN4O2S at a distorted geometry, with properties calculated with the ωB97M-V functional and the def2-TZVPD basis.

```
! RIJCOSX wB97M-V def2-TZVPD def2/J DEFGRID3
* xyz 2 1
Ir 1.5549 -0.9702 -0.4107
N 3.7714 -1.4977 -0.5332
C 4.5772 -1.1547 0.6627
C 4.0256 -1.7621 1.9419
C 2.6444 -1.0923 2.3294
O 2.6291 -0.2970 3.2259
O 1.6895 -1.5070 1.5932
H 3.7786 -2.5168 -0.6268
H 4.2401 -1.1268 -1.3600
H 4.6369 -0.0670 0.7553
H 5.5973 -1.5395 0.5334
H 4.7013 -1.5811 2.7778
H 3.8590 -2.8338 1.8288
N -2.4036 0.7565 -0.4864
C -3.4348 -0.1636 -0.4909
C -4.7489 0.2822 -0.3878
C -5.7876 -0.6289 -0.3758
C -5.5303 -1.9968 -0.4705
C -4.2270 -2.4550 -0.5812
C -3.1754 -1.5449 -0.5924
S -1.5184 -2.1150 -0.7523
N -0.6134 -0.7338 -0.7786
C -1.0898 0.4891 -0.6422
C -0.1224 1.5880 -0.6211
C -0.4744 2.9389 -0.5407
C 0.5202 3.8967 -0.4277
C 1.8476 3.4939 -0.4467
C 2.1240 2.1396 -0.5762
N 1.1757 1.2158 -0.6377
H -2.6915 1.7220 -0.3801
H -4.9473 1.3409 -0.3237
H -6.8024 -0.2743 -0.2848
H -6.3480 -2.7011 -0.4528
H -4.0227 -3.5128 -0.6422
H -1.5011 3.2676 -0.5530
H 0.2649 4.9412 -0.3171
H 2.6525 4.2052 -0.3506
H 3.1474 1.7932 -0.6044
*
```

Calculated values
Frontier orbital gap (alpha / beta), eV: 4.8 / 3.9
Maximum force, eV/Å: 5.715
Energy, a.u.: -1451.96182

---

# 4
Below is the ion C2HN4S3 with charge -1 at a distorted geometry, with properties calculated with the ωB97M-V functional and the def2-TZVPD basis.

```
! RIJCOSX wB97M-V def2-TZVPD def2/J DEFGRID3
* xyz -1 3
C 0.4689 -0.0998 1.1467
C -0.5244 0.9453 -0.8971
N 0.2296 -1.5395 -0.5145
N 0.9477 -1.2923 1.5085
N 0.7513 -2.0782 0.5011
N 0.0105 -0.1905 -0.1145
S 0.5221 1.4417 1.9405
S -2.1668 0.5285 -1.5259
S -0.5610 0.3015 -2.7502
H 0.3222 1.9832 0.7054
*
```

Calculated values
Frontier orbital gap (alpha / beta), eV: 4.5 / 6.4
Expectation value of S²: 2.0103
Maximum force, eV/Å: 4.158
Energy, a.u.: -1490.26694

---

# 5
Below is a cluster of 2 separate species, C6H9N in total at a distorted geometry, with properties calculated with the ωB97M-V functional and the def2-TZVPD basis.

```
! RIJCOSX wB97M-V def2-TZVPD def2/J DEFGRID3
* xyz 0 1
C 0.0593 2.1018 1.0677
C 0.0468 0.6686 0.6687
C 1.0379 -0.2214 0.4200
C 0.4069 -1.4147 -0.0748
C 0.6285 -1.6748 -1.4733
C -0.9551 -1.2875 0.1774
N -1.1685 -0.0035 0.4970
H -0.3392 2.2372 2.0786
H 1.0831 2.4827 1.0495
H -0.5375 2.7014 0.3700
H 2.0977 0.0054 0.3579
H -0.2607 0.0364 -1.8089
H 0.0737 -2.5028 -1.9308
H 1.6616 -1.6343 -1.8373
H -1.7617 -1.9185 -0.1805
H -2.0728 0.4240 0.6189
*
```

Calculated values
Energy above the lowest of the compared OMol25 structures with the same formula, charge and spin, eV: 4.801
Frontier orbital gap (alpha / beta), eV: 7.9 / 7.9
Maximum force, eV/Å: 2.441
Energy, a.u.: -288.60561

---

# 6
Below is a cluster of 2 separate species, C4H9N2O in total at a distorted geometry, with properties calculated with the ωB97M-V functional and the def2-TZVPD basis.

```
! RIJCOSX wB97M-V def2-TZVPD def2/J DEFGRID3
* xyz 1 1
C -0.3740 -1.7085 0.8645
C -0.0887 0.6230 -1.3275
C 0.9520 -1.3804 1.5367
C -0.8141 2.0553 0.3223
N -0.9812 -1.2714 -0.0924
N 0.4247 0.1611 -2.4485
O -0.3374 1.8676 -1.0724
H -0.6705 -2.6535 1.2059
H 0.8555 -0.2787 1.5523
H 1.6969 -1.8270 0.8316
H 1.1987 -1.7700 2.4744
H -0.8320 3.0647 0.5418
H -0.1185 1.5325 0.9920
H -1.9018 1.7483 0.3953
H 0.3362 -0.8618 -2.5300
H 0.6543 0.6989 -3.2460
*
```

Calculated values
Energy above the lowest of the compared OMol25 structures with the same formula, charge and spin, eV: 5.790
Frontier orbital gap (alpha / beta), eV: 8.1 / 9.7
Maximum force, eV/Å: 3.323
Energy, a.u.: -342.14449

---

# 7
Below is a cluster of 2 separate species, H5N2OP in total at a distorted geometry, with properties calculated with the ωB97M-V functional and the def2-TZVPD basis.

```
! RIJCOSX wB97M-V def2-TZVPD def2/J DEFGRID3
* xyz 0 1
N 1.2483 -0.2242 0.3986
N -1.1871 -0.7506 0.1406
O -0.4449 1.5262 1.2030
P -0.1078 0.5791 0.1490
H 1.4045 -0.7198 -0.4301
H 2.0629 0.3777 0.6534
H -2.2310 -0.6401 0.3942
H -1.1513 -1.2785 -0.7397
H 0.4064 1.1302 -1.7690
*
```

Calculated values
Energy above the lowest of the compared OMol25 structures with the same formula, charge and spin, eV: 2.327
Frontier orbital gap, eV: 10.0
Maximum force, eV/Å: 3.283
Energy, a.u.: -529.07488

---

# 8
Below is a structure of composition C39H104O13 at a distorted geometry, with properties calculated with the ωB97M-V functional and the def2-TZVPD basis.

```
! RIJCOSX wB97M-V def2-TZVPD def2/J DEFGRID3
* xyz 0 1
C 26.2565 -22.3412 1.3457
C 26.7229 -23.8006 1.5974
C 27.4368 -23.9707 2.9135
O 25.5686 -24.6497 1.6395
H 25.4044 -22.0244 1.9438
H 26.1136 -22.2089 0.2730
H 27.0572 -21.6230 1.5455
H 27.4477 -24.0046 0.8030
H 27.7476 -25.0080 3.0595
H 26.8044 -23.7455 3.7723
H 28.3550 -23.3895 3.0076
H 25.1849 -24.4829 0.7638
C 26.0277 -20.5484 6.4499
C 25.5546 -19.2586 5.7781
C 24.1151 -19.3601 5.3079
O 25.5967 -18.2363 6.7804
H 26.9215 -20.4440 7.0373
H 26.3432 -21.3405 5.6365
H 25.2927 -21.0485 7.0917
H 26.2415 -18.9240 5.0124
H 23.5085 -18.5163 5.6306
H 23.6114 -20.2869 5.5889
H 23.9962 -19.4265 4.2225
H 25.0923 -18.5688 7.5302
C 18.9498 -14.8151 0.9748
C 20.4773 -14.8571 0.8915
C 21.2159 -13.5751 1.2510
O 20.8818 -15.8489 1.8475
H 18.5212 -15.7250 0.5535
H 18.4653 -14.0025 0.4284
H 18.6113 -14.7134 2.0065
H 20.8197 -15.2210 -0.0801
H 20.7194 -13.0861 2.0933
H 21.1480 -12.8114 0.4717
H 22.2624 -13.7566 1.4888
H 21.6155 -16.3386 1.4503
C 18.7740 -16.5263 4.9243
C 20.0580 -15.8443 5.3298
C 21.2257 -16.8115 5.3912
O 20.4046 -14.7598 4.4421
H 18.8416 -16.9729 3.9303
H 18.0120 -15.7489 4.8465
H 18.5095 -17.3043 5.6401
H 19.9722 -15.3798 6.3134
H 21.1289 -17.5832 6.1574
H 22.1353 -16.2961 5.7149
H 21.4783 -17.2001 4.4031
H 20.6156 -15.1809 3.5949
C 22.7863 -22.7966 -2.5067
C 23.6801 -22.5621 -1.2976
C 22.9028 -22.0028 -0.1324
O 24.2369 -23.7847 -0.8637
H 22.0415 -22.0056 -2.6018
H 22.2422 -23.7221 -2.3078
H 23.2949 -22.8933 -3.4665
H 24.4700 -21.8391 -1.5260
H 23.3546 -22.1412 0.8482
H 21.9383 -22.5174 -0.0784
H 22.6501 -20.9450 -0.2122
H 24.6433 -24.2476 -1.6033
C 22.5773 -21.7502 3.6300
C 22.6383 -23.1905 4.1201
C 23.8625 -23.5273 4.9612
O 21.4607 -23.4842 4.8561
H 23.4601 -21.4191 3.0838
H 22.3411 -21.0779 4.4526
H 21.7926 -21.7366 2.8701
H 22.6988 -23.8296 3.2326
H 23.7978 -22.9859 5.9078
H 24.7885 -23.2507 4.4588
H 23.8730 -24.6036 5.1401
H 21.5788 -24.2975 5.3533
C 23.2424 -14.2207 -4.4859
C 23.8883 -13.8512 -3.1608
C 22.9287 -13.9561 -1.9890
O 24.9764 -14.7273 -2.9578
H 22.4352 -13.5800 -4.8365
H 22.8339 -15.2226 -4.3135
H 23.9626 -14.3451 -5.2945
H 24.2042 -12.8073 -3.2636
H 22.0193 -13.4134 -2.2608
H 23.3514 -13.5274 -1.0822
H 22.6172 -14.9829 -1.7947
H 25.5972 -14.3180 -2.3356
C 24.3634 -16.8619 2.9762
C 24.4153 -17.4567 1.5744
C 24.3173 -18.9697 1.5479
O 23.3556 -16.8971 0.8259
H 23.3641 -16.9429 3.4031
H 24.7453 -15.8402 2.9590
H 25.0329 -17.3821 3.6659
H 25.3276 -17.1237 1.0667
H 24.3440 -19.2822 0.5027
H 23.4442 -19.4174 2.0223
H 25.2139 -19.3216 2.0665
H 23.5589 -17.1479 -0.0933
C 27.5834 -15.2833 -0.5253
C 27.4659 -13.7990 -0.2266
C 28.6845 -12.9371 -0.5387
O 26.3143 -13.3425 -0.9170
H 26.6395 -15.8251 -0.5502
H 28.3414 -15.7191 0.1251
H 27.9658 -15.3437 -1.5502
H 27.2554 -13.6939 0.8445
H 29.2571 -13.3564 -1.3691
H 29.3493 -12.8148 0.3178
H 28.4349 -11.9179 -0.8356
H 26.0691 -12.4732 -0.5576
C 25.0617 -11.9760 2.6003
C 24.5098 -11.7133 1.2119
C 23.3858 -10.6833 1.1608
O 25.5059 -11.0773 0.3806
H 24.5174 -12.7119 3.1922
H 25.0955 -11.0612 3.1942
H 26.0648 -12.3710 2.4311
H 24.1868 -12.6345 0.7283
H 23.0841 -10.4387 0.1432
H 23.7440 -9.7787 1.6570
H 22.4701 -11.0206 1.6527
H 25.7649 -10.2688 0.8330
C 29.0177 -15.3829 6.0521
C 28.7814 -14.5937 4.7738
C 28.3603 -15.4676 3.6051
O 27.6861 -13.6749 4.9885
H 29.0419 -14.7276 6.9206
H 29.9670 -15.9169 5.9681
H 28.2337 -16.1349 6.1682
H 29.6258 -13.9481 4.5340
H 27.3352 -15.8103 3.7347
H 29.0013 -16.3517 3.7124
H 28.6291 -15.1032 2.6154
H 26.9008 -14.1491 5.2776
C 26.9258 -20.7130 4.5454
C 28.0861 -20.3466 5.4848
C 28.9561 -21.5793 5.8578
O 28.8093 -19.2462 4.9693
H 26.4988 -19.8624 4.0321
H 26.0775 -21.3187 5.0337
H 27.3201 -21.3946 3.7824
H 27.6229 -19.9035 6.3419
H 29.5148 -21.7697 4.9388
H 28.3773 -22.4658 6.1137
H 29.6665 -21.3602 6.6542
H 29.2126 -18.8216 5.7304
C 25.8991 -18.1660 -3.0720
C 24.3934 -18.0525 -2.9068
C 23.6362 -19.3462 -2.7025
O 24.0836 -17.1815 -1.8232
H 26.3127 -18.6527 -2.1815
H 26.4477 -17.2240 -3.0270
H 26.1771 -18.7065 -3.9760
H 23.9415 -17.6182 -3.8077
H 23.9609 -20.0671 -3.4555
H 22.5525 -19.2662 -2.6999
H 24.0390 -19.7252 -1.7592
H 24.4606 -16.3388 -2.1252
*
```

Calculated values
Energy above the lowest of the compared OMol25 structures with the same formula, charge and spin, eV: 11.590
Frontier orbital gap, eV: 8.2
Maximum force, eV/Å: 14.180
Energy, a.u.: -2526.02294